Formula: C7H13BeF4N2O13S4
Source: OMol25
Level of theory: ωB97M-V with the def2-TZVPD basis set

The geometry in ORCA input format:
```
! wB97M-V def2-TZVPD RIJCOSX def2/J DEFGRID3
* xyz -2 2
S -0.372 -0.738 3.346
S -0.469 3.509 -1.595
S 0.377 2.203 -3.185
S -2.008 0.785 2.570
F 1.175 -0.986 2.715
F 0.749 0.656 -3.165
F -2.483 1.198 1.068
F -1.171 3.507 -0.140
O -3.155 0.049 3.095
O -0.894 -2.058 3.652
O 1.930 1.411 0.719
O -1.559 3.995 -2.379
O 1.008 -2.238 -0.957
O 0.638 4.397 -1.377
O 3.565 1.549 2.255
O -3.734 -1.439 -2.912
O -0.002 0.118 4.492
O -1.604 2.019 3.245
O 1.725 2.747 -3.531
O -0.543 2.250 -4.331
O -2.315 -1.107 -1.310
N -0.884 -0.028 1.924
N -0.191 2.050 -1.563
C -3.156 -0.750 -2.053
C 1.493 2.546 2.780
C 1.864 -4.306 -1.845
C 1.902 -3.296 -0.756
C 2.347 1.685 1.887
C -3.576 0.708 -1.996
C 1.909 -3.702 0.687
Be -0.181 -0.031 -0.297
H -2.692 1.218 -1.613
H 0.896 -4.071 0.845
H -3.852 1.214 -2.921
H 1.883 3.562 2.725
H 2.602 -4.002 -2.587
H 0.517 2.587 2.296
H 2.956 -3.022 -0.772
H 2.576 -4.535 0.912
H 2.304 -2.872 1.273
H 0.929 -4.707 -2.237
H 1.488 2.279 3.837
H 2.396 -5.196 -1.511
H -4.392 0.842 -1.286
*
```

As for the total energy: -3368.8937 hartree. Its max |F| is 11.620 eV/A. As for the expectation value of S²: 0.755. For the highest occupied orbital energy (spin up / spin down), the calculation gives -3.15 / -3.15 eV. For the lowest unoccupied orbital energy (spin up / spin down), the calculation gives 2.40 / 1.38 eV.